# 1
The following is a DFT calculation (ωB97M-V with the def2-TZVPD basis set) of a structure of composition C26H56N3O10V in a non-equilibrium geometry.

The geometry in ORCA input format:
```
! wB97M-V def2-TZVPD RIJCOSX def2/J DEFGRID3
* xyz -1 2
O -0.85923 -1.23742 0.41091
V -2.16843 -2.10686 0.63746
C -1.51885 -4.14248 2.35588
O -1.01776 -3.89912 1.26084
O -2.05262 -5.15515 2.79524
O -2.36052 -3.22027 2.55547
C -5.49186 -2.32989 -1.85650
C -4.36395 -2.20142 -0.78236
O -4.11413 -3.14609 -0.04172
O -3.69917 -1.17690 -0.60811
H -6.05484 -1.40086 -1.94628
H -6.16187 -3.15993 -1.63241
H -5.04856 -2.43558 -2.84665
C -3.13312 1.86749 1.51003
C -2.23655 0.83888 2.24815
C -2.00619 1.17928 3.79358
O -1.06730 0.25156 4.27235
C -0.86534 0.21712 5.67653
N -2.93192 -0.42171 2.00569
H -4.05735 1.90796 2.08645
H -3.39317 1.54975 0.50032
H -2.61122 2.81271 1.65926
H -1.25412 0.80764 1.77703
H -3.00323 1.03132 4.20843
H -1.73169 2.22731 3.91357
H 0.11772 0.64629 5.87019
H -0.74722 -0.80879 6.02533
H -1.57023 0.85685 6.20753
H -3.89341 -0.14280 2.13930
H -2.83661 -1.13108 2.71831
C -1.61584 5.00768 -1.59497
C -0.87090 4.73900 -2.94799
C 0.57609 5.26191 -2.72944
C 1.38144 4.46080 -1.77540
C 1.34949 3.05912 -2.37382
C -0.01621 2.40103 -2.57301
N -0.91626 3.33715 -3.21073
O -2.10077 2.81405 -3.67583
C 0.13822 1.05195 -3.34861
C -0.47507 1.96304 -1.14983
C -1.46336 5.57171 -4.10234
H -1.83876 6.06203 -1.43142
H -0.99571 4.80100 -0.72272
H -2.47038 4.34174 -1.47501
H 1.09325 5.33335 -3.68628
H 0.53214 6.24489 -2.26048
H 1.07010 4.49664 -0.73142
H 2.43055 4.75637 -1.78502
H 1.92553 2.39868 -1.72569
H 1.88964 2.95644 -3.31498
H -0.78483 0.47325 -3.31442
H 0.40332 1.21546 -4.39317
H 0.95537 0.37416 -3.10173
H 0.24382 1.28493 -0.68998
H -0.68132 2.75311 -0.42779
H -1.39367 1.38264 -1.23588
H -1.03116 5.41685 -5.09093
H -1.33117 6.63681 -3.91208
H -2.53720 5.38566 -4.12097
H -2.51927 2.57428 -2.84579
C 3.71769 -2.50927 3.37630
C 2.84982 -1.93206 2.26716
C 3.48240 -0.68161 1.67991
C 4.61271 -0.93862 0.67413
C 4.15809 -1.83496 -0.45564
C 3.44864 -3.14083 0.02440
N 2.51974 -2.86104 1.15413
O 1.80994 -3.99011 1.54997
C 2.68043 -3.63053 -1.24818
C 4.52284 -4.13613 0.49501
C 1.49405 -1.41480 2.83370
H 4.72862 -2.58233 2.97534
H 3.32807 -3.49210 3.64152
H 3.78856 -1.90120 4.27814
H 2.81877 0.01724 1.17068
H 3.99086 -0.19210 2.51054
H 5.55000 -1.21036 1.15967
H 4.85739 -0.01357 0.15212
H 5.00087 -1.98369 -1.13071
H 3.40761 -1.26877 -1.00730
H 2.36046 -4.67249 -1.24543
H 1.83523 -2.96235 -1.41326
H 3.29095 -3.55971 -2.14838
H 5.18421 -4.47133 -0.30393
H 5.16361 -3.61085 1.20325
H 4.10821 -4.98218 1.04307
H 0.96793 -2.12159 3.47538
H 0.83817 -0.99494 2.07106
H 1.56819 -0.64682 3.60365
H 0.88907 -3.76112 1.40444
C -1.27115 -2.25685 -2.71362
O -1.52170 -2.85872 -1.49945
H -1.66388 -1.24059 -2.68056
H -0.19690 -2.21080 -2.89245
H -1.77249 -2.79340 -3.51914
H -1.36132 -3.79293 -1.65159
*
```

The expectation value of S² is 0.76. The calculation puts the largest force on an atom at 0.1853 hartree/bohr. The orbital gap (alpha / beta) comes out at 5.8 / 6.0 eV. For the total energy, the calculation gives -2884.8563 hartree.

Results of the Löwdin charge analysis, in e, for atoms 1 through 5:
1 O -0.34
2 V 1.05
3 C -0.96
4 O -0.10
5 O 0.00

=====

# 2
The following is a DFT calculation (ωB97M-V with the def2-TZVPD basis set) of a structure of composition C41H43N2OP2ReS2.

The geometry in ORCA input format:
```
! wB97M-V def2-TZVPD RIJCOSX def2/J DEFGRID3
* xyz 3 2
Re -0.10499 1.54482 -0.16492
C -1.19657 -6.33927 1.88214
S -0.13465 -5.85921 0.49797
C 1.23126 -5.04192 1.38473
C 1.44353 -3.61159 0.88679
C 0.22103 -2.76445 1.17233
N 0.24432 -1.40468 0.55346
P 1.15186 -0.09641 1.02432
C 1.40306 -0.13722 2.77278
C 0.28759 -0.24418 3.61588
C 0.46872 -0.40779 4.97470
C 1.75952 -0.47372 5.49639
C 2.86515 -0.37481 4.66673
C 2.69442 -0.20822 3.29917
C 2.71760 0.06645 0.18628
C 3.32983 -0.97470 -0.51171
C 4.53167 -0.74754 -1.16413
C 5.12548 0.50980 -1.12083
C 4.52351 1.54822 -0.42328
C 3.31764 1.32979 0.22835
P -1.07163 -0.73076 -0.26757
C -2.61604 -1.14925 0.54178
C -3.06480 -2.47776 0.45233
C -4.21795 -2.86714 1.10952
C -4.95258 -1.94163 1.84031
C -4.53638 -0.62076 1.91159
C -3.37361 -0.22819 1.26662
C -1.16813 -1.54576 -1.86740
C -0.02580 -2.08280 -2.46052
C -0.11884 -2.72929 -3.68495
C -1.34614 -2.83069 -4.32754
C -2.48600 -2.28019 -3.75060
C -2.39955 -1.64090 -2.52416
H -2.00697 -6.93119 1.46044
H -1.61825 -5.47887 2.40118
H -0.65088 -6.96701 2.58277
H 2.14178 -5.62031 1.23536
H 1.01107 -5.05528 2.45258
H 1.61653 -3.64673 -0.19312
H 2.33368 -3.18150 1.35854
H 0.05465 -2.65758 2.24634
H -0.64221 -3.28005 0.75525
H -0.71932 -0.21742 3.21360
H -0.38635 -0.49243 5.63058
H 1.89873 -0.60720 6.56060
H 3.86168 -0.42609 5.08203
H 3.56172 -0.12656 2.65678
H 2.88290 -1.95683 -0.53452
H 5.01778 -1.55546 -1.69368
H 6.07104 0.67432 -1.61957
H 5.00353 2.51571 -0.36839
H 2.87692 2.13664 0.81049
H -2.52170 -3.21374 -0.12652
H -4.54911 -3.89417 1.04200
H -5.85950 -2.24889 2.34331
H -5.12239 0.10442 2.45820
H -3.08454 0.81134 1.31085
H 0.93405 -2.01325 -1.96219
H 0.76196 -3.17159 -4.13065
H -1.41898 -3.35139 -5.27262
H -3.44282 -2.36496 -4.24717
H -3.29716 -1.23612 -2.07341
C 1.88825 3.73911 -2.09971
C 0.71594 4.37092 -1.42231
C 0.42058 5.70333 -1.75684
C -0.49773 6.41472 -1.04070
C -1.11582 5.80670 0.07058
C -1.97525 6.51626 0.94793
C -2.49523 5.91937 2.06822
C -2.18552 4.58177 2.34082
C -1.38501 3.85408 1.47021
S -1.05784 2.19275 1.72847
C -0.82446 4.46382 0.32722
N 0.04109 3.71608 -0.45584
H 2.76982 4.33032 -1.83981
H 1.79081 3.79659 -3.18512
H 2.07580 2.71573 -1.79710
H 0.96907 6.16317 -2.56719
H -0.71936 7.44530 -1.28916
H -2.19879 7.55186 0.72671
H -3.13215 6.47607 2.73982
H -2.58106 4.09976 3.22571
C -1.21590 1.39665 -3.89412
C 0.11653 1.08598 -3.32970
C 1.23293 0.67802 -4.21422
O 0.33983 1.18473 -2.10731
H -1.12143 1.89315 -4.85919
H -1.81772 1.99110 -3.20899
H -1.71897 0.44139 -4.07631
H 0.91414 -0.18827 -4.80037
H 2.12806 0.44677 -3.64280
H 1.42900 1.47665 -4.93453
*
```

The calculation puts the energy relative to the best compared isomer or geometry (same formula, charge and spin) at 0.000 eV. The expectation value of S² is 0.89. The calculation puts the largest force on an atom at 0.0143 hartree/bohr. The orbital gap (alpha / beta) comes out at 4.2 / 4.4 eV. For the total energy, the calculation gives -3329.4481 hartree.

Results of the Löwdin charge analysis, in e, for atoms 1 through 5:
1 Re 0.99
2 C -0.40
3 S 0.82
4 C -0.46
5 C -0.27

=====

# 3
The following is a DFT calculation (ωB97M-V with the def2-TZVPD basis set) of a structure of composition C42H38AuN5O2P2S.

The geometry in ORCA input format:
```
! wB97M-V def2-TZVPD RIJCOSX def2/J DEFGRID3
* xyz 2 3
Au 0.06614 0.01780 -0.13172
N -2.86753 -3.45890 -4.83287
C -2.39560 -2.26172 -4.35952
C -1.05569 -2.13107 -3.96489
C -0.57724 -0.92040 -3.50639
C -1.43281 0.17441 -3.40190
C -2.76591 0.05607 -3.78325
C -3.24590 -1.15361 -4.24611
S -0.77788 1.74794 -3.01322
O -1.78740 2.72449 -3.28624
O 0.53535 1.82465 -3.57368
N -0.62741 1.60070 -1.32867
C -0.29099 2.77147 -0.62092
N -0.20177 2.64376 0.72092
C 0.21363 3.71338 1.40427
C 0.51672 4.91132 0.80508
C 0.35147 4.94837 -0.57734
N -0.03912 3.89848 -1.28209
H -2.22764 -4.19730 -5.05869
H -3.77955 -3.50890 -5.24769
H -0.38503 -2.97722 -4.07162
H 0.47445 -0.80334 -3.26341
H -3.40402 0.93073 -3.74646
H -4.27783 -1.24094 -4.56890
H 0.29585 3.59039 2.48204
H 0.86260 5.76547 1.36923
H 0.54960 5.85055 -1.14631
C -1.82550 0.20321 2.71153
N -1.60610 -1.18158 3.11071
C -0.60283 -2.03133 2.44844
P 0.84705 -1.21089 1.63153
C 1.61263 -0.12074 2.83955
C 2.54219 0.80066 2.34863
C 3.17105 1.67651 3.21933
C 2.85571 1.65281 4.57367
C 1.93352 0.73839 5.06411
C 1.31298 -0.15248 4.20000
C 1.94286 -2.60567 1.34253
C 1.54890 -3.56815 0.40813
C 2.37695 -4.64284 0.13614
C 3.60689 -4.74680 0.77590
C 4.00519 -3.78425 1.69163
C 3.17532 -2.70926 1.98279
C -2.41177 -1.75161 4.04227
C -2.65893 -3.15349 4.00408
C -3.45502 -3.72517 4.95945
C -4.00428 -2.93917 5.98365
C -3.76113 -1.55919 6.03506
C -2.98673 -0.95992 5.07840
P -2.20356 0.35431 0.89755
C -3.27602 1.76952 0.72533
C -3.29827 2.82149 1.64303
C -4.10886 3.91681 1.40373
C -4.86764 3.97774 0.23953
C -4.82022 2.94608 -0.68754
C -4.02440 1.83754 -0.45045
C -3.20629 -1.10345 0.54673
C -4.31877 -1.38254 1.35014
C -5.12049 -2.47312 1.06558
C -4.82212 -3.28749 -0.02295
C -3.72341 -3.01412 -0.82462
C -2.91169 -1.92004 -0.54398
H -0.94485 0.82897 2.87465
H -2.66302 0.60860 3.26528
H -1.07978 -2.57906 1.63020
H -0.22651 -2.75850 3.16170
H 2.77730 0.82402 1.28945
H 3.90123 2.38157 2.84225
H 3.33388 2.35146 5.24881
H 1.70549 0.71408 6.12244
H 0.61895 -0.88469 4.59940
H 0.60318 -3.46865 -0.11705
H 2.07335 -5.39201 -0.58376
H 4.26129 -5.57892 0.55001
H 4.96652 -3.86557 2.18167
H 3.48967 -1.96502 2.70242
H -2.26437 -3.75819 3.19931
H -3.66481 -4.78557 4.91561
H -4.61934 -3.40342 6.74432
H -4.17126 -0.96533 6.84091
H -2.77006 0.09691 5.15146
H -2.68378 2.79759 2.53538
H -4.13980 4.73113 2.11586
H -5.49512 4.83950 0.05332
H -5.39535 3.01046 -1.60223
H -3.97242 1.03572 -1.17860
H -4.56875 -0.73780 2.18838
H -5.98613 -2.68485 1.68174
H -5.45804 -4.13386 -0.25114
H -3.50072 -3.64455 -1.67512
H -2.06143 -1.70152 -1.17982
*
```

The calculation puts the energy relative to the best compared isomer or geometry (same formula, charge and spin) at 0.667 eV. The expectation value of S² is 2.04. The calculation puts the largest force on an atom at 0.0193 hartree/bohr. The orbital gap (alpha / beta) comes out at 7.3 / 3.6 eV. For the total energy, the calculation gives -3263.5785 hartree.

Results of the Löwdin charge analysis, in e, for atoms 1 through 5:
1 Au 0.80
2 N 0.13
3 C -0.32
4 C -0.03
5 C -0.10

=====

# 4
The following is a DFT calculation (ωB97M-V with the def2-TZVPD basis set) of a cluster of 2 separate species, C9H14 in total in a non-equilibrium geometry.

The geometry in ORCA input format:
```
! wB97M-V def2-TZVPD RIJCOSX def2/J DEFGRID3
* xyz 0 1
C 3.70843 0.86833 0.93597
C 2.29726 0.95824 0.69489
C 1.63559 0.45040 -0.40828
C 0.24701 0.45031 -0.53398
C -0.47735 0.97155 0.58262
C 0.10518 1.27081 1.77889
C 1.48793 1.33557 1.79997
H 4.34816 0.63274 -0.03836
H 3.98891 -0.05900 1.52799
H 3.96669 1.80565 1.58216
H 2.17123 0.14796 -1.32639
H -0.41962 0.22004 -1.37110
H -1.65218 0.97441 0.54598
H -0.46752 1.41631 2.68856
H 1.94690 1.66644 2.68921
C -3.37901 -1.19422 -1.03636
C -2.31904 -2.06302 -1.67565
H -4.28891 -1.68310 -1.04050
H -3.20417 -1.01593 0.01717
H -3.63944 -0.22649 -1.51124
H -2.46257 -2.38497 -2.70815
H -1.45160 -1.48837 -1.92763
H -2.14187 -3.05368 -1.26575
*
```

The calculation puts the energy relative to the best compared isomer or geometry (same formula, charge and spin) at 1.630 eV. The calculation puts the largest force on an atom at 0.0745 hartree/bohr. The orbital gap comes out at 9.8 eV. For the total energy, the calculation gives -351.2703 hartree.

Results of the natural (NBO) charge analysis, in e, for atoms 1 through 5:
1 C -0.63
2 C -0.06
3 C -0.20
4 C -0.22
5 C -0.20

=====

# 5
The following is a DFT calculation (ωB97M-V with the def2-TZVPD basis set) of the molecule C3H5NO2 in a non-equilibrium geometry.

The geometry in ORCA input format:
```
! wB97M-V def2-TZVPD RIJCOSX def2/J DEFGRID3
* xyz 0 1
O 2.67750 -0.26393 -0.15841
C 1.49551 0.01546 -0.18713
N 0.60080 -0.55514 0.75438
C -0.72306 -0.46069 0.26078
C -0.98167 0.90148 -0.18107
O 0.83204 0.80887 -1.02173
H 0.90352 -1.45404 1.09613
H -0.78833 -0.73523 -0.81657
H -1.48199 -1.05255 0.77831
H -0.55876 1.82670 0.14103
H -1.97554 0.96908 -0.66572
*
```

The calculation puts the energy relative to the best compared isomer or geometry (same formula, charge and spin) at 3.042 eV. The calculation puts the largest force on an atom at 0.0268 hartree/bohr. The orbital gap comes out at 9.0 eV. For the total energy, the calculation gives -322.4626 hartree.

Results of the natural (NBO) charge analysis, in e, for atoms 1 through 5:
1 O -0.62
2 C 0.86
3 N -0.66
4 C -0.31
5 C 0.03

=====

> Which value of total energy does entry 5 give?

-322.4626 hartree

=====

> The highest total energy belongs to which entry?

C3H5NO2

=====

> largest force on an atom of number 4 (C9H14)?

0.0745 hartree/bohr

=====

> What is the largest force on an atom in the second record?

0.0143 hartree/bohr